1.
The following is a DFT calculation (ωB97M-V/def2-TZVPD) of C3H9ClN3 as an isolated structure in a non-equilibrium geometry.

Geometry as ORCA input:
```
! RIJCOSX wB97M-V def2-TZVPD def2/J DEFGRID3
* xyz 1 1
C -0.420 0.725 -0.375
C -1.908 1.164 -0.003
C -0.269 -1.539 0.256
N 0.149 1.495 -1.186
N 0.020 -0.202 0.487
N 1.925 -0.140 0.406
Cl 3.053 -0.875 -0.748
H -2.041 1.496 1.099
H -2.216 1.963 -0.632
H -2.556 0.251 -0.229
H -0.013 -1.864 -0.766
H 0.230 -2.192 0.940
H -1.254 -1.816 0.579
H 1.144 1.263 -1.509
H 2.034 0.807 0.316
H 2.121 -0.536 1.366
*
```

Summary:
energy = -743.7309 Eh
LUMO energy = -0.24249 Ha

2.
The following is a DFT calculation (ωB97M-V/def2-TZVPD) of C28H50LiN2O19 as an isolated structure in a non-equilibrium geometry.

Geometry as ORCA input:
```
! RIJCOSX wB97M-V def2-TZVPD def2/J DEFGRID3
* xyz 1 1
C 3.621 -4.234 -0.751
C 2.138 -3.832 -0.590
N 1.287 -4.728 0.194
C 1.341 -6.131 -0.450
C 1.901 -4.942 1.614
C 2.169 -3.622 2.371
C -0.079 -4.300 0.273
C -0.795 -4.198 -1.088
O -1.993 -3.436 -0.836
C -3.042 -3.618 -1.860
H 4.146 -4.318 0.094
H 4.320 -3.579 -1.467
H 3.542 -4.918 -1.472
H 1.806 -3.654 -1.582
H 1.992 -2.872 -0.090
H 2.329 -6.736 -0.418
H 1.201 -5.864 -1.595
H 0.489 -6.571 -0.245
H 2.789 -5.474 1.761
H 1.127 -5.557 2.205
H 1.258 -3.036 2.291
H 3.078 -3.182 2.129
H 2.406 -3.805 3.484
H 0.016 -3.161 0.593
H -0.728 -5.001 0.987
H -1.258 -5.236 -1.618
H -0.431 -3.576 -1.893
H -2.602 -3.596 -2.889
H -3.654 -2.789 -1.766
H -3.538 -4.581 -1.835
Li -2.398 -1.237 -0.062
N -0.851 -0.111 -1.470
O -0.597 -0.212 -0.226
O -0.344 0.917 -2.041
O -1.954 -0.410 -1.875
C -1.015 4.398 0.354
C -2.279 3.935 1.145
C -3.585 3.980 0.374
O -3.821 2.670 0.110
C -3.044 1.878 0.671
O -3.180 0.720 0.886
O -2.208 2.549 1.371
H -0.191 4.399 1.088
H -1.221 5.292 0.041
H -0.875 3.694 -0.448
H -2.354 4.369 2.317
H -3.430 4.598 -0.430
H -4.624 4.381 0.845
C 2.511 3.690 -3.820
C 1.669 3.794 -2.567
C 2.408 3.602 -1.275
O 2.608 4.901 -0.811
C 1.705 5.646 -1.428
O 1.602 6.835 -1.199
O 1.025 5.020 -2.436
H 3.485 4.071 -3.616
H 1.929 4.253 -4.865
H 2.633 2.674 -4.334
H 1.023 2.800 -2.580
H 3.457 3.229 -1.168
H 1.685 3.173 -0.588
C -1.477 2.296 -5.252
C -2.735 2.095 -4.300
C -2.736 3.086 -3.097
O -3.994 3.634 -3.128
C -4.598 3.316 -4.259
O -5.717 3.722 -4.424
O -3.992 2.538 -4.949
H -1.539 1.369 -5.901
H -0.602 2.040 -4.658
H -1.481 3.160 -5.946
H -2.876 1.127 -4.039
H -1.977 3.862 -3.010
H -2.435 2.622 -2.151
C 0.722 -0.683 5.651
C 0.156 -1.812 4.932
C -1.317 -2.285 5.463
O -1.954 -2.193 4.260
C -1.206 -1.867 3.193
O -1.575 -1.723 2.027
O -0.038 -1.551 3.579
H 1.729 -0.571 5.255
H 0.632 -0.710 6.803
H 0.151 0.320 5.498
H 0.866 -2.546 5.312
H -1.842 -1.517 6.122
H -1.248 -3.146 6.180
C 0.579 1.911 2.275
C 1.951 1.279 2.471
C 2.232 0.119 1.370
O 3.490 0.525 0.882
C 3.783 1.866 1.213
O 4.797 2.539 0.860
O 2.883 2.302 2.035
H 0.206 2.636 2.989
H -0.102 1.138 2.400
H 0.183 2.297 1.274
H 2.287 0.827 3.485
H 1.771 -0.100 0.462
H 2.377 -0.860 1.621
*
```

Summary:
energy = -2642.8519 Eh
LUMO energy = -0.10112 Ha

3.
The following is a DFT calculation (ωB97M-V/def2-TZVPD) of C13H33BeN3O6 as an isolated structure in a non-equilibrium geometry.

Geometry as ORCA input:
```
! RIJCOSX wB97M-V def2-TZVPD def2/J DEFGRID3
* xyz 0 1
Be 0.654 0.595 -0.749
C 4.049 2.549 -2.833
O 2.916 2.304 -3.334
O 4.151 2.411 -1.601
O 5.016 2.858 -3.486
C 0.453 5.421 2.971
C 0.625 4.012 2.499
C 0.422 3.004 3.648
O 0.349 1.672 3.226
C 0.060 0.710 4.210
N -0.339 3.782 1.444
H 1.019 5.642 3.876
H -0.576 5.486 3.323
H 0.496 6.125 2.140
H 1.608 3.758 2.102
H -0.520 3.264 4.132
H 1.164 3.058 4.444
H 0.783 0.784 5.023
H 0.159 -0.277 3.759
H -0.955 0.807 4.594
H -1.286 3.859 1.787
H -0.277 4.524 0.763
C 4.513 -4.113 -0.496
C 3.604 -2.981 -0.933
C 2.537 -3.603 -1.892
O 1.570 -2.708 -2.392
C 0.465 -3.381 -3.015
N 2.945 -2.387 0.209
H 5.292 -3.764 0.182
H 4.978 -4.517 -1.395
H 3.986 -4.964 -0.063
H 4.074 -2.208 -1.541
H 2.056 -4.371 -1.288
H 2.899 -4.105 -2.789
H 0.884 -3.726 -3.960
H -0.293 -2.670 -3.344
H -0.022 -4.146 -2.410
H 3.649 -1.936 0.776
H 2.774 -3.227 0.742
C -5.315 1.017 -1.830
C -3.966 0.627 -1.267
C -3.980 -0.877 -0.770
O -2.665 -1.359 -0.395
C -2.734 -2.679 0.228
N -2.977 0.735 -2.224
H -5.534 0.531 -2.780
H -5.429 2.101 -1.850
H -6.092 0.664 -1.153
H -3.732 1.237 -0.395
H -4.453 -1.523 -1.511
H -4.674 -0.950 0.067
H -3.413 -3.405 -0.218
H -2.899 -2.585 1.301
H -1.704 -3.019 0.123
H -3.294 0.269 -3.062
H -3.020 1.676 -2.590
*
```

Summary:
energy = -1145.2065 Eh
LUMO energy = -0.14551 Ha

4.
The following is a DFT calculation (ωB97M-V/def2-TZVPD) of C19H11F5MnN4O3S as an isolated structure.

Geometry as ORCA input:
```
! RIJCOSX wB97M-V def2-TZVPD def2/J DEFGRID3
* xyz 0 6
Mn 0.288 1.078 -0.690
O -0.763 2.629 0.205
N -1.940 2.357 0.611
N -2.322 1.172 0.355
O -1.570 0.299 -0.286
C -3.630 0.755 0.776
C -4.056 -0.511 0.413
C -5.317 -0.934 0.813
C -6.132 -0.101 1.562
C -5.685 1.165 1.916
C -4.432 1.605 1.529
H -3.407 -1.142 -0.174
H -5.659 -1.921 0.531
H -7.114 -0.436 1.870
H -6.316 1.820 2.503
H -4.076 2.587 1.801
F 3.150 -2.424 -5.773
C 2.746 -1.483 -4.913
C 1.738 -1.748 -4.003
F 1.161 -2.951 -3.972
C 1.341 -0.761 -3.125
F 0.367 -1.028 -2.218
C 1.899 0.519 -3.104
O 1.502 1.441 -2.255
C 2.924 0.745 -4.030
F 3.533 1.940 -4.045
C 3.338 -0.231 -4.916
F 4.322 0.031 -5.780
N 3.565 1.716 -0.376
C 3.105 0.954 0.622
N 1.875 0.500 0.683
C 1.670 -0.244 1.846
C 0.481 -0.868 2.206
C 0.438 -1.573 3.397
C 1.557 -1.666 4.223
C 2.747 -1.052 3.870
C 2.786 -0.346 2.678
S 4.125 0.523 1.970
H 2.975 1.833 -1.203
H 4.537 1.961 -0.422
H -0.387 -0.803 1.560
H -0.482 -2.062 3.689
H 1.498 -2.223 5.148
H 3.619 -1.123 4.506
*
```

Summary:
energy = -3223.8895 Eh
⟨S²⟩ = 8.754
LUMO energy (alpha / beta) = 0.01056 / 0.00621 Ha

5.
The following is a DFT calculation (ωB97M-V/def2-TZVPD) of C35H30InN10O3S2 as an isolated structure in a non-equilibrium geometry.

Geometry as ORCA input:
```
! RIJCOSX wB97M-V def2-TZVPD def2/J DEFGRID3
* xyz 1 1
In 0.665 -1.937 -0.692
C -6.630 2.216 3.268
C -5.942 2.774 2.032
C -5.484 4.140 1.951
C -4.920 4.599 0.770
C -4.687 3.735 -0.307
C -5.060 2.426 -0.246
C -5.744 2.002 0.902
H -6.190 2.775 4.121
H -6.357 1.136 3.399
H -7.713 2.333 3.301
H -5.455 4.800 2.854
H -4.657 5.687 0.731
H -4.212 4.152 -1.208
H -4.862 1.628 -0.918
H -6.154 0.998 0.875
N -2.273 5.253 -4.293
C -2.182 3.960 -3.966
C -2.858 2.968 -4.725
C -2.539 1.639 -4.484
C -1.690 1.281 -3.450
C -1.041 2.243 -2.664
C -1.340 3.576 -2.818
S -1.646 -0.401 -3.066
O -1.443 -1.147 -4.259
O -2.558 -0.745 -1.959
N -0.122 -0.498 -2.274
C 1.051 -0.599 -3.022
N 1.990 -1.302 -2.385
C 3.306 -1.107 -2.734
C 3.588 -0.350 -3.890
C 2.508 0.198 -4.614
N 1.241 0.103 -4.175
H -2.769 5.570 -5.076
H -1.885 5.896 -3.678
H -3.482 3.219 -5.599
H -3.032 0.933 -5.150
H -0.353 1.923 -1.917
H -0.889 4.361 -2.183
H 4.095 -1.458 -2.110
H 4.622 -0.271 -4.281
H 2.613 0.800 -5.532
C 1.019 -7.117 -1.131
C 1.984 -6.315 -1.824
C 1.913 -4.967 -1.640
N 1.015 -4.401 -0.775
C 0.090 -5.181 -0.110
C 0.128 -6.565 -0.227
H 1.002 -8.174 -1.401
H 2.801 -6.766 -2.341
H 2.658 -4.324 -2.074
H -0.762 -4.669 0.404
H -0.579 -7.184 0.358
O -0.785 -1.676 0.976
N -1.703 -2.694 1.083
C -2.746 -2.442 1.814
C -3.512 -1.202 1.811
N -3.994 -0.127 1.727
C -3.290 -3.564 2.607
N -3.751 -4.548 3.072
S 5.672 1.570 2.715
C 4.483 0.577 1.918
C 4.442 -0.821 2.028
C 3.565 -1.524 1.215
N 2.528 -0.920 0.606
C 2.561 0.434 0.490
C 3.551 1.224 1.098
C 5.872 0.904 4.298
C 4.908 1.282 5.294
C 4.919 0.590 6.496
N 5.730 -0.449 6.787
C 6.718 -0.648 5.952
C 6.822 -0.098 4.715
H 5.010 -1.464 2.708
H 3.505 -2.603 1.203
H 1.761 0.963 -0.015
H 3.524 2.345 1.001
H 4.210 2.096 5.036
H 4.155 0.800 7.281
H 7.443 -1.433 6.247
H 7.624 -0.421 4.064
*
```

Summary:
energy = -3111.1226 Eh
LUMO energy = -0.13487 Ha

6.
The following is a DFT calculation (ωB97M-V/def2-TZVPD) of C19H32AsN2O8S5SiTi as an isolated structure in a non-equilibrium geometry.

Geometry as ORCA input:
```
! RIJCOSX wB97M-V def2-TZVPD def2/J DEFGRID3
* xyz -1 1
Ti -0.102 0.491 0.022
S 1.735 4.064 -0.851
As 0.860 2.607 -2.052
S 2.372 0.643 -1.992
S -1.183 1.967 -1.413
S 0.814 3.039 -4.096
C 3.174 -2.318 1.227
C 2.889 -0.972 1.790
N 2.003 -0.099 1.361
C 2.092 0.984 2.194
C 3.052 0.769 3.144
N 3.548 -0.472 2.861
C 3.572 1.538 4.296
O 3.034 2.712 4.508
O 4.450 1.063 4.985
C 1.146 2.104 2.017
O 1.144 3.062 2.774
O 0.324 1.925 1.034
H 2.446 -2.554 0.458
H 3.125 -3.072 2.014
H 4.171 -2.339 0.784
H 4.279 -0.902 3.404
H 2.295 2.910 3.857
C -3.310 -1.473 -2.672
C -1.808 -1.589 -2.425
C -1.064 -0.750 -3.459
C -1.334 -3.035 -2.575
O -1.521 -1.117 -1.047
Si -2.253 -1.681 0.343
S -1.063 -0.796 1.817
O -3.843 -1.306 0.442
C -4.634 -0.211 0.932
C -4.710 -0.276 2.457
C -4.073 1.132 0.483
C -6.019 -0.425 0.329
O -2.213 -3.300 0.251
C -2.881 -4.340 0.962
C -3.054 -3.967 2.432
C -1.993 -5.575 0.830
C -4.240 -4.587 0.307
H -3.545 -1.776 -3.692
H -3.621 -0.436 -2.531
H -3.866 -2.103 -1.976
H -1.285 -1.155 -4.448
H 0.012 -0.805 -3.311
H -1.372 0.287 -3.437
H -1.384 -3.323 -3.625
H -1.945 -3.713 -1.986
H -0.303 -3.115 -2.231
H -3.708 -0.237 2.882
H -5.191 -1.205 2.771
H -5.291 0.565 2.838
H -3.096 1.311 0.931
H -4.742 1.937 0.790
H -3.972 1.161 -0.603
H -6.393 -1.410 0.611
H -5.965 -0.368 -0.759
H -6.714 0.335 0.690
H -2.092 -3.667 2.852
H -3.441 -4.815 2.998
H -3.745 -3.129 2.527
H -1.026 -5.383 1.297
H -1.831 -5.803 -0.224
H -2.462 -6.434 1.313
H -4.824 -3.667 0.321
H -4.781 -5.367 0.845
H -4.105 -4.903 -0.729
O 1.321 -1.608 -1.112
C 1.265 -0.395 -1.164
*
```

Summary:
energy = -6820.7981 Eh
LUMO energy = 0.05908 Ha

So what do the calculations give for ΔE to the lowest compared entry with this formula, charge and spin? Going down the list: 537.50; 0.00; 781.69; 0.00; 196.63; 177.63 kJ/mol.